# 1
A molecular structure, C31H43GeN4O3S5V at a distorted geometry. Source: OMol25; level of theory: the ωB97M-V functional and the def2-TZVPD basis.

Last column: Mulliken charge in e.
CARTESIAN COORDINATES (ANGSTROEM)
Ge (-0.7119, -2.1339, -2.2425)  1.177
V (0.1265, 0.9406, -0.7356)  -0.574
S (-2.9415, 2.0782, 0.1218)  -0.356
S (-1.4860, -0.6200, 0.4635)  -0.116
S (-1.6406, 0.6601, -2.2831)  -0.472
S (-0.0423, 0.5621, 3.5018)  0.657
S (1.8066, 2.6057, -0.5471)  -0.564
O (0.5387, 0.7356, 4.8985)  -0.800
O (1.4161, -0.0970, 0.4378)  0.388
O (2.5048, -1.6873, 1.4912)  -0.128
N (3.2910, -0.9667, -0.5218)  0.146
N (3.1818, -0.2164, -1.7185)  -0.899
N (-0.3796, 3.8111, -1.6452)  -0.114
N (1.2091, 2.8716, -3.1822)  -0.274
C (0.9573, -2.8680, -6.1510)  -0.601
C (-1.5460, -1.8264, 5.0351)  -1.296
C (3.8243, -2.0547, 1.9043)  -0.955
C (0.4102, -3.4203, -1.2230)  -0.139
C (-1.9538, 0.7803, -0.4409)  -0.062
C (2.3433, -0.8719, 0.4424)  -0.444
C (-1.1553, 4.2754, -2.7785)  -0.910
C (0.8079, 3.2179, 3.3677)  -0.559
C (-0.2967, -2.9528, -4.0605)  -0.340
C (-0.8287, -4.1779, -4.4923)  -0.326
C (0.6000, 2.7227, -1.8608)  0.221
C (-4.7450, -2.7229, -3.3767)  -0.736
C (-2.2068, -1.1116, 3.8529)  -0.002
C (-3.3346, -3.0372, -1.0148)  0.074
C (0.1817, 3.8681, 4.6011)  -1.295
C (-0.1008, 2.1977, 2.6914)  1.084
C (1.7063, -3.6746, -1.6882)  -0.155
C (2.1190, -5.2549, 0.0868)  -0.453
C (-2.6277, -2.6633, -2.1618)  0.292
C (-1.8143, 0.3530, 3.6890)  -0.707
C (-4.7049, -3.2777, -1.0452)  -0.872
C (-0.1811, -0.2899, -2.3477)  0.354
C (0.4049, -4.0770, -6.5615)  -0.406
C (0.6166, 2.1701, -4.3221)  -0.488
C (-5.4185, -3.1195, -2.2292)  -0.389
C (0.6051, -2.3162, -4.9177)  -0.139
C (0.8344, -5.0301, 0.5607)  -0.725
C (-3.3696, -2.5024, -3.3371)  -0.240
C (-0.0059, -4.1249, -0.0892)  0.299
C (-0.4926, -4.7345, -5.7240)  -0.685
C (2.5535, -4.5762, -1.0478)  -0.670
H (2.2272, -0.3150, -2.0936)  0.176
H (2.0569, -3.1744, -2.5880)  0.432
H (-0.9265, -5.6813, -6.0308)  0.364
H (2.7737, -5.9580, 0.5890)  0.373
H (-1.0032, 3.5755, -0.8848)  0.207
H (-0.0034, 3.1180, 5.3710)  0.250
H (0.2155, 2.0567, 1.6663)  -1.142
H (0.5736, 1.0870, -4.1970)  -0.089
H (-1.8501, 3.5252, -3.1854)  0.155
H (-2.8629, -2.1922, -4.2448)  0.403
H (0.6628, -4.4996, -7.5270)  0.330
H (3.5985, -1.9110, -0.6788)  0.259
H (1.1997, 2.4294, -5.2117)  0.422
H (0.4814, -5.5570, 1.4414)  0.386
H (1.6611, -2.3487, -6.7936)  0.388
H (-3.2933, -1.1536, 3.9630)  0.415
H (4.5428, -1.2748, 1.6603)  0.375
H (4.1274, -2.9912, 1.4328)  0.272
H (0.8381, 4.6370, 5.0208)  0.413
H (1.0453, 3.9714, 2.6146)  0.465
H (-1.1388, 2.5301, 2.6496)  0.510
H (-1.9651, -1.6257, 2.9192)  -0.179
H (-1.0008, -3.9645, 0.3085)  0.025
H (-5.2216, -3.5580, -0.1337)  0.370
H (3.7736, -2.1900, 2.9816)  0.246
H (-0.4852, 4.6016, -3.5742)  0.373
H (-1.7737, -1.3257, 5.9814)  0.291
H (-0.7690, 4.3456, 4.3407)  0.293
H (-2.2739, 0.7719, 2.7889)  0.288
H (3.5500, -4.7555, -1.4413)  0.377
H (-0.4081, 2.5072, -4.4881)  0.223
H (-2.8229, -3.1047, -0.0638)  -0.079
H (-1.7493, 5.1360, -2.4617)  0.342
H (-1.8899, -2.8627, 5.1031)  0.420
H (-0.4585, -1.8373, 4.9381)  0.295
H (-6.4904, -3.2861, -2.2506)  0.348
H (3.2248, 0.7622, -1.4406)  0.323
H (-2.0651, 0.9558, 4.5692)  0.505
H (1.7499, 2.7417, 3.6488)  0.301
H (1.0157, -1.3576, -4.6093)  0.012
H (-1.5257, -4.7106, -3.8498)  0.305
H (2.1810, 2.6205, -3.0900)  0.401
H (-5.2892, -2.5710, -4.3025)  0.359

Output
LUMO (alpha / beta) = 4.2 / 4.2 eV
Total charge = -2
⟨S²⟩ = 2.149
Relative energy (zero: lowest compared OMol25 entry of this formula, charge and spin) = 87.5 kJ/mol
Multiplicity = 3

# 2
2 unconnected molecules or ions with the total composition C31H43N4 at a distorted geometry. Source: OMol25; level of theory: the ωB97M-V functional and the def2-TZVPD basis.

Last column: Mulliken charge in e.
CARTESIAN COORDINATES (ANGSTROEM)
N (0.4009, -1.7222, 3.1462)  -1.110
N (0.5851, -2.6896, 2.2119)  1.147
N (0.6132, -0.5848, 2.5010)  1.151
N (0.4852, 5.1439, -1.7510)  0.232
C (0.2792, 1.9396, -3.3304)  0.199
C (1.1871, 2.0381, -4.3939)  -1.013
C (0.7853, 4.2426, -2.7865)  -0.167
C (1.8781, 3.2344, -4.6532)  -0.663
C (1.0238, 0.3228, 0.2933)  -2.086
C (1.6807, 4.3668, -3.8395)  -1.095
C (0.6923, 0.6325, 3.3118)  0.527
C (-0.9734, 5.3414, 0.2469)  -1.691
C (2.3439, -4.0889, 0.2125)  -1.603
C (-3.6382, -2.4357, -2.8666)  -1.718
C (-0.0169, -3.7867, -0.6350)  -1.375
C (-0.3995, 4.5942, -0.8847)  0.446
C (0.0710, 3.0486, -2.5217)  0.916
C (2.0919, 0.8097, 3.8744)  -1.382
C (1.2598, -3.0770, -0.1830)  2.217
C (-0.6660, 3.2480, -1.2809)  0.876
C (1.1436, -4.3286, 3.8857)  -1.362
C (0.9179, -0.7635, 1.1532)  1.475
C (0.9220, -2.1747, 1.0047)  -0.590
C (-2.8186, -1.1213, -0.8681)  -0.722
C (1.8049, -2.2674, -1.3612)  -2.242
C (-3.1091, 0.0101, -2.9898)  -0.567
C (-2.5611, 1.1686, -2.4605)  -0.526
C (-1.2231, -4.0166, 3.1317)  -1.355
C (-1.3375, 2.2708, -0.5493)  -0.203
C (1.0433, 6.4837, -1.6219)  -0.905
C (-2.0661, 1.1883, -1.1215)  0.372
C (0.2316, -4.0460, 2.7108)  0.087
C (-3.1803, -1.1635, -2.2258)  1.027
C (-0.3259, 0.4544, 4.4151)  -1.339
C (-2.3127, 0.0434, -0.3223)  -0.543
H (2.5831, 3.2764, -5.4844)  0.387
H (0.3844, -4.7564, 1.8995)  0.331
H (2.7195, -1.7333, -1.0749)  0.432
H (-1.3764, -3.2023, 3.8515)  0.337
H (-0.1116, -0.4634, 4.9740)  0.290
H (-0.2292, 5.5690, 1.0284)  0.345
H (-0.2705, 1.0234, -3.1293)  0.236
H (0.8789, -5.2785, 4.3623)  0.419
H (-1.3770, 2.3879, 0.5362)  0.224
H (-2.9524, -2.0103, -0.2437)  0.463
H (0.2631, 7.2543, -1.7070)  0.318
H (2.1494, 1.7229, 4.4729)  0.431
H (-2.9436, -2.7366, -3.6632)  0.341
H (2.0449, -4.7258, 1.0503)  0.263
H (0.2099, -4.4282, -1.4964)  0.499
H (2.0571, -2.9473, -2.1871)  0.514
H (1.0495, -3.5152, 4.6152)  0.319
H (2.2102, 5.3053, -3.9993)  0.271
H (-1.7573, 4.7139, 0.6854)  0.417
H (-1.5069, -4.9692, 3.5922)  0.427
H (-0.2995, 1.3091, 5.0950)  0.456
H (-2.0378, 0.0984, 0.7334)  0.239
H (-1.8756, -3.8467, 2.2678)  0.260
H (3.2676, -3.5622, 0.4823)  0.377
H (-1.3341, 0.3809, 4.0012)  0.330
H (-0.7714, -3.0464, -0.9330)  0.136
H (1.3503, 1.1677, -5.0308)  0.416
H (-3.6949, -3.2487, -2.1359)  0.329
H (0.4323, 1.4469, 2.6341)  -0.213
H (0.9608, 1.3226, 0.7070)  0.277
H (1.5511, 6.6145, -0.6546)  0.320
H (-1.4406, 6.2880, -0.0728)  0.395
H (1.7698, 6.6365, -2.4233)  0.334
H (2.5618, -4.7410, -0.6432)  0.445
H (2.1897, -4.3878, 3.5677)  0.338
H (-3.4745, -0.0090, -4.0212)  0.441
H (1.3332, 0.1429, -0.7283)  0.293
H (2.3392, -0.0389, 4.5237)  0.302
H (1.0634, -1.5520, -1.7345)  0.259
H (-2.4967, 2.0727, -3.0712)  0.541
H (-4.6248, -2.3183, -3.3337)  0.484
H (-0.4402, -4.4109, 0.1594)  0.231
H (2.8336, 0.8799, 3.0758)  0.332

Output
LUMO = -4.3 eV
Total charge = +1
Relative energy (zero: lowest compared OMol25 entry of this formula, charge and spin) = 0.0 kJ/mol

# 3
A molecular structure, C31H43N4Si3Tl. Source: OMol25; level of theory: the ωB97M-V functional and the def2-TZVPD basis.

Last column: Mulliken charge in e.
CARTESIAN COORDINATES (ANGSTROEM)
Tl (-0.0906, -0.5976, -0.9176)  0.736
Si (-0.8568, -2.1872, 2.1732)  -0.833
Si (-1.0308, 0.8833, 2.1757)  -0.388
Si (1.7319, -0.5555, 2.0447)  -0.261
N (-0.1660, -3.3485, -0.2395)  0.137
N (-2.4697, 1.0267, -2.4282)  0.154
N (2.2974, 0.9939, -2.6422)  0.042
N (-0.0462, 2.4392, -2.3524)  -0.302
C (2.5609, -2.2369, 1.8019)  -1.055
C (0.1455, -4.8811, 1.5484)  -0.357
C (2.1725, 0.0008, 3.7941)  -1.050
C (-3.5887, 3.1173, -2.6911)  -0.765
C (0.6299, -5.5541, -0.6913)  -0.736
C (-3.5291, -1.1106, -2.7699)  -1.003
C (4.6982, 2.3279, -2.9571)  -0.639
C (-4.7673, 1.0750, -3.0537)  -0.756
C (0.2495, -4.2848, -1.0911)  -0.390
C (2.3704, 2.3080, -2.4338)  0.206
C (-0.5855, -2.7555, 3.9532)  -1.124
C (-0.0133, 4.7767, -0.8656)  -1.038
C (-2.6286, 1.1038, 1.1885)  -0.334
C (-2.7181, -2.2738, 1.8746)  -1.062
C (-0.2207, -3.6195, 1.0765)  0.211
C (1.1696, 4.1723, -1.2511)  -0.641
C (-1.1839, 3.0236, -1.9837)  1.064
C (3.5564, 3.0188, -2.5922)  -0.751
C (2.6975, 0.5819, 0.8808)  -0.344
C (-0.0864, 2.4854, 1.8571)  -0.354
C (-1.5422, 0.9318, 3.9940)  -1.084
C (4.6231, 0.9617, -3.1591)  -0.741
C (-2.4623, 2.3589, -2.3905)  0.091
C (3.2337, -1.1477, -3.2283)  -1.056
C (-4.7585, 2.4578, -3.0274)  -0.657
C (-1.2137, 4.1990, -1.2364)  -0.604
C (0.5745, -5.8549, 0.6619)  -0.393
C (3.3945, 0.3280, -2.9996)  0.733
C (-0.0740, -0.6131, 1.6970)  1.291
C (-3.5945, 0.3901, -2.7503)  0.704
C (1.1112, 2.9992, -2.0006)  1.005
H (0.1980, 2.5655, 0.8035)  -0.458
H (-2.0627, 1.8643, 4.2327)  0.365
H (-0.7270, 3.3409, 2.0940)  0.416
H (2.1202, 4.5838, -0.9425)  0.325
H (-2.9661, -2.0407, 0.8356)  0.082
H (-3.3524, 0.3063, 1.3625)  0.392
H (-0.6699, 0.8535, 4.6491)  0.297
H (-2.2160, 0.1060, 4.2420)  0.270
H (0.2841, -3.9999, -2.1392)  0.411
H (3.5853, 4.0899, -2.4509)  0.414
H (-3.5442, 4.1975, -2.6809)  0.485
H (-2.8400, -1.4423, -3.5487)  0.227
H (-3.0745, -3.2865, 2.0843)  0.396
H (0.8221, 2.5725, 2.4577)  0.428
H (-1.1356, -3.6735, 4.1818)  0.405
H (0.4722, -2.9285, 4.1717)  0.332
H (-3.1038, 2.0500, 1.4694)  0.365
H (-5.6661, 0.5276, -3.3057)  0.389
H (-4.5074, -1.5526, -2.9540)  0.426
H (3.2562, -0.0010, 3.9462)  0.373
H (5.6368, 2.8520, -3.0853)  0.426
H (1.8101, 1.0121, 3.9970)  0.315
H (2.6236, 0.2717, -0.1657)  -0.333
H (4.1945, -1.6379, -3.3795)  0.402
H (2.1985, -3.0030, 2.4928)  0.235
H (5.4981, 0.3897, -3.4390)  0.387
H (0.0013, 5.6745, -0.2612)  0.378
H (0.9622, -6.2807, -1.4208)  0.401
H (0.1038, -5.0886, 2.6110)  0.360
H (-2.1560, 4.6248, -0.9197)  0.408
H (-0.9375, -1.9805, 4.6394)  0.302
H (0.8680, -6.8344, 1.0191)  0.430
H (2.4124, -2.6161, 0.7851)  0.185
H (3.7589, 0.5532, 1.1498)  0.503
H (2.7301, -1.6076, -2.3769)  0.014
H (-5.6530, 3.0176, -3.2692)  0.425
H (2.3679, 1.6205, 0.9403)  0.193
H (3.6381, -2.1292, 1.9628)  0.470
H (-3.2732, -1.5843, 2.5157)  0.348
H (-3.1474, -1.4861, -1.8189)  -0.023
H (-2.4336, 1.1432, 0.1120)  -0.365
H (2.6083, -1.3209, -4.1058)  0.274
H (1.7260, -0.6635, 4.5399)  0.266

Output
LUMO = 0.3 eV
Total charge = 0